12
Properties=species:S:1:pos:R:3 method="wB97M-V/def2-TZVPD" orbital_gap_ha="0.278 / 0.271" e_homo_ev="-8.35 / -8.33" fmax_ev_per_a=5.83 energy_ha=-427.74293 e_above_lowest_kcal_mol=117.74
C -1.237 1.790 0.035
C -0.942 0.503 -0.050
C -1.318 -0.878 0.074
C 2.181 -0.053 -0.071
N -1.462 2.930 0.037
N 0.470 -0.130 -0.013
N -0.002 -1.369 0.231
N -2.591 -1.378 0.596
N -2.481 -1.506 -0.583
H 2.431 -0.022 -1.073
H 2.575 -0.877 0.596
H 2.376 0.992 0.220

***

9
Properties=species:S:1:pos:R:3 method="wB97M-V/def2-TZVPD" orbital_gap_ha=0.306 e_homo_ev=-9.85 fmax_ev_per_a=3.53 energy_ha=-283.91354 e_above_lowest_kcal_mol=162.88
C 0.073 -0.202 0.262
C -1.332 1.298 0.109
C -0.965 -0.866 0.274
C 1.506 -0.043 -0.074
N -2.357 0.651 -0.024
O -2.259 -0.713 -0.036
H 1.830 -1.001 0.106
H 1.609 0.159 -1.241
H 1.896 0.715 0.625

***

Please write out number 2 again, unchanged.
9
Properties=species:S:1:pos:R:3 method="wB97M-V/def2-TZVPD" orbital_gap_ha=0.306 e_homo_ev=-9.85 fmax_ev_per_a=3.53 energy_ha=-283.91354 e_above_lowest_kcal_mol=162.88
C 0.073 -0.202 0.262
C -1.332 1.298 0.109
C -0.965 -0.866 0.274
C 1.506 -0.043 -0.074
N -2.357 0.651 -0.024
O -2.259 -0.713 -0.036
H 1.830 -1.001 0.106
H 1.609 0.159 -1.241
H 1.896 0.715 0.625